Entry 1:
19
Properties=species:S:1:pos:R:3:forces:R:3 method="wB97M-V/def2-TZVPD" homo_ha=-0.3419 homo_lumo_gap_ev=10.38 largest_force_ev_per_a=2.66
H -1.560115 1.023184 0.800484 -0.02 0.18 0.10
H 2.493540 -0.320540 1.433128 -0.52 0.01 -0.52
C 0.770162 -0.186938 -0.058984 -1.03 1.96 -0.85
C -0.907359 -1.626590 -1.076249 -0.07 2.10 -0.80
C -1.071127 1.738163 0.130137 0.12 -0.22 0.07
C -0.123031 -1.390754 0.146450 0.97 -0.06 0.21
H 0.793969 -1.976915 0.271182 -0.90 -1.62 0.15
H 0.908079 -0.020010 2.136726 0.01 0.14 -0.29
H 1.724920 1.246913 1.215213 0.15 0.14 0.22
H -0.719647 -1.381186 1.070670 0.26 0.14 -0.34
C 1.522835 0.178531 1.246822 -0.29 0.47 -0.24
H -1.848505 -2.202321 -0.930940 0.31 1.18 -0.36
H -1.864176 2.373970 -0.289854 0.36 -0.28 -0.23
H 1.494223 -0.454290 -0.849982 -0.22 0.18 0.27
O -1.053101 0.112411 -1.693998 0.08 -2.42 1.11
H -0.403269 2.380914 0.717112 -0.13 -0.12 -0.02
H -0.372621 -1.944395 -1.958258 0.14 -0.23 0.05
C -0.262582 0.918561 -0.878151 1.48 -1.38 1.70
H 0.477806 1.531293 -1.431507 -0.69 -0.17 -0.22

Entry 2:
30
Properties=species:S:1:pos:R:3:forces:R:3 method="wB97M-V/def2-TZVPD" charge=-1 homo_ha=-0.1668 homo_lumo_gap_ev=6.57 largest_force_ev_per_a=0.09
Cs 0.232439 1.295615 -0.214474 -0.01 -0.05 0.00
C 3.333368 3.599498 -3.985320 -0.01 -0.02 0.02
C 3.612683 5.930575 -3.627173 0.00 -0.02 -0.01
H -3.425893 -1.444355 5.085752 0.00 0.00 0.00
C -1.282167 -2.022228 1.243892 0.03 -0.01 -0.04
C 2.795820 5.850462 -2.517150 0.01 -0.01 -0.01
C -3.484245 -3.527926 4.500558 0.01 0.00 -0.01
Cl -2.270037 -6.544119 1.446018 0.00 -0.01 0.00
C -3.128379 -2.176039 4.339443 -0.01 0.00 0.02
Cl 0.013781 -2.393417 -1.104915 0.01 0.01 0.00
F 4.687393 4.872317 -5.456330 -0.01 -0.01 0.00
O -1.000073 -0.799685 1.172645 0.01 0.09 0.00
S 1.188008 4.595001 -0.676800 -0.01 -0.05 -0.01
F 3.586242 2.485429 -4.691584 0.01 0.01 -0.01
F 4.146861 7.107183 -3.992875 0.00 0.00 0.00
H -3.346435 -5.472303 3.626901 0.00 0.00 0.01
F 2.576441 6.990084 -1.848079 0.00 0.00 0.00
C -3.096244 -4.423166 3.546104 0.00 0.01 0.00
C 3.891319 4.800472 -4.376018 0.00 0.01 0.00
C 2.205980 4.654973 -2.076941 0.00 0.06 0.03
H -4.053756 -3.841458 5.365995 0.00 0.00 0.00
N -2.442830 -1.724722 3.321315 0.00 0.01 -0.01
C -2.047108 -2.591511 2.362100 -0.01 0.00 0.00
C -1.910906 -4.830347 1.391882 -0.01 0.00 0.01
H -0.864129 -4.988728 -0.452037 0.00 0.00 0.00
C 2.520877 3.547397 -2.868725 0.00 -0.01 -0.02
C -0.900833 -2.971539 0.272856 0.00 0.01 0.01
F 2.016056 2.329482 -2.555404 0.00 0.00 0.01
C -1.199673 -4.330381 0.338144 -0.01 0.00 0.01
C -2.354561 -3.976564 2.430219 0.01 -0.03 -0.02

Entry 3:
52
Properties=species:S:1:pos:R:3:forces:R:3 method="wB97M-V/def2-TZVPD" homo_ha="-0.3452 / -0.3444" homo_lumo_gap_ev="8.97 / 5.50" largest_force_ev_per_a=3.06 spin_multiplicity=8 s2=16.002
C -12.766225 -9.351211 2.753686 0.38 -0.84 0.85
H -19.026568 -7.416530 5.120337 -0.45 0.01 0.35
H -11.224755 -2.936389 0.034694 -0.11 0.02 0.18
H -15.422414 -11.926803 -1.631138 0.10 -0.70 0.55
C -12.201513 -9.532161 -0.883299 -0.89 -0.06 -0.65
N -13.925982 -8.617812 2.714065 0.59 -0.28 -0.06
C -13.583254 -3.421027 1.509798 -1.08 -0.18 0.49
C -16.099099 -7.966589 3.537142 -1.04 0.31 -0.88
H -12.055340 -3.143981 -1.496581 -0.16 -0.23 0.07
H -14.221259 -2.518634 1.378103 0.26 -0.63 -0.16
C -18.323102 -7.489746 4.322971 1.07 -0.81 -0.78
H -13.582992 -4.788939 -2.328267 0.03 -0.30 0.10
H -16.642972 -8.033178 5.573356 -0.02 -0.44 0.31
C -18.692572 -7.318864 3.001435 -0.86 0.79 -1.06
O -14.048074 -5.922649 0.543964 1.38 2.10 -1.74
O -16.120078 -9.751856 0.020369 -0.86 -0.32 -0.43
C -12.207671 -2.948116 -0.438547 -0.20 -0.37 -0.39
C -11.039899 -10.521012 1.382794 -0.74 -0.04 -0.54
N -13.103874 -3.906237 0.221363 0.31 0.23 0.05
H -9.563077 -11.386676 0.097430 0.09 -0.06 0.01
O -16.932634 -9.101429 -2.437066 0.83 0.54 1.32
H -10.718291 -11.009925 2.273420 0.38 0.13 0.52
C -12.195300 -9.723337 1.437582 0.44 -0.20 -1.91
C -10.451824 -10.778440 0.160383 -0.50 0.53 -0.65
C -13.043462 -5.446388 -1.635212 0.25 -1.30 -0.28
O -18.151795 -10.938143 -1.162539 1.09 0.65 0.48
H -10.501054 -10.281570 -1.985267 -0.64 -0.23 0.77
H -17.968977 -6.909398 0.958972 0.20 -0.50 0.67
H -13.287746 -6.520243 -1.806690 0.08 0.97 -0.21
O -16.105578 -6.953043 -3.545171 -0.03 0.54 0.16
C -13.401768 -5.125624 -0.236585 -1.04 0.24 1.93
H -14.163296 -4.205935 2.042851 0.51 0.60 -0.52
N -16.463728 -7.556230 2.292757 0.27 -0.14 0.12
O -15.738985 -11.144958 -2.059190 -0.11 0.74 -0.26
H -12.669096 -1.974444 -0.375296 0.00 0.37 0.15
O -14.765727 -9.382215 4.779085 0.77 0.51 -0.63
Gd -14.872401 -7.992526 0.505394 -0.05 -1.46 1.07
P -16.009873 -7.782178 -2.353211 -1.60 -0.93 0.90
O -16.769725 -7.112259 -0.902761 0.61 0.94 -1.33
O -14.685952 -8.166548 -1.732399 0.57 0.32 -0.83
C -14.777084 -8.696594 3.765051 -1.19 -0.34 0.67
O -12.118716 -9.793556 3.691485 -0.86 0.76 0.35
H -12.762791 -3.098649 2.134296 0.42 -0.11 0.15
C -11.025251 -10.230704 -1.008219 1.20 -0.07 0.21
H -19.748515 -7.188278 2.719578 0.58 0.15 0.25
H -16.814700 -6.132041 -0.937954 -0.04 -0.79 -0.30
H -11.971496 -5.304082 -1.788478 -0.07 -0.01 -0.06
H -12.756597 -9.209834 -1.791403 0.43 -0.05 0.92
P -16.828237 -10.279096 -1.238693 -0.83 -0.83 -1.35
C -17.725373 -7.233546 1.983325 -0.22 -0.36 1.53
C -17.011712 -7.893950 4.577402 -0.04 0.99 -0.04
N -12.795655 -9.309192 0.308808 0.81 0.16 -0.07

Taking the records one at a time from the top gives relative energy (zero: lowest compared OMol25 entry of this formula, charge and spin) values of 61.75; 0.00; 0.00 kcal per mole.
Taking the records one at a time from the top gives total energy values of -8461.67601; -69175.86006; -82758.85947 eV.